*w*
Molecular formula: C12H17N2O
Method: DFT, wB97M-V/def2-TZVPD

XYZ file:
```
32
Properties=species:S:1:pos:R:3:lowdin_charge:R:1
C -0.946 2.280 -0.178 0.030
N -0.427 1.041 0.362 0.001
C -1.172 0.069 0.732 0.051
C -2.621 -0.051 0.375 -0.173
C -3.068 -1.235 -0.218 -0.037
C -4.401 -1.429 -0.471 -0.079
C -5.343 -0.429 -0.262 -0.032
C -4.871 0.825 0.255 -0.059
C -3.553 1.019 0.509 -0.070
C 1.064 0.930 0.477 -0.466
O 1.790 1.845 0.863 0.027
C 1.563 -0.296 0.093 -0.075
N 3.030 -0.286 0.190 -0.158
C 3.552 -1.272 1.197 0.004
C 3.646 -0.547 -1.170 0.007
H -1.915 2.052 -0.591 0.088
H -0.789 3.129 0.425 0.110
H -0.309 2.459 -1.041 0.117
H -0.836 -0.754 1.348 0.159
H -2.308 -1.888 -0.616 0.119
H -4.648 -2.398 -0.849 0.109
H -6.447 -0.689 -0.497 0.148
H -5.719 1.522 0.525 0.136
H -3.200 1.875 1.083 0.123
H 0.858 -1.072 -0.383 0.147
H 3.221 0.643 0.552 0.144
H 3.605 -2.295 0.896 0.091
H 4.528 -1.023 1.510 0.079
H 2.886 -1.171 2.162 0.150
H 3.167 -1.285 -1.778 0.094
H 3.409 0.241 -1.814 0.075
H 4.794 -0.584 -1.172 0.140
```

Summary:
HOMO-LUMO gap: 7.62 eV
SMILES string: C[N+](=C\c1ccccc1)/C([O-])=C/[NH+](C)C
HOMO energy: -11.64 eV
Net charge: +1


*x*
Molecular formula: C12H17N2O
Method: DFT, wB97M-V/def2-TZVPD

XYZ file:
```
32
Properties=species:S:1:pos:R:3:lowdin_charge:R:1
C 1.118 -0.511 2.263 -0.016
C 0.139 0.513 1.569 -0.246
C -1.213 0.587 2.365 -0.129
C -2.142 1.319 1.402 -0.147
C -1.588 1.185 -0.009 -0.083
N -0.447 0.290 0.234 -0.078
C -1.146 -1.340 0.158 -0.337
N -0.375 -2.366 -0.314 0.242
O -2.189 -1.365 0.683 0.185
C 0.442 0.220 -0.869 -0.278
C -0.103 0.206 -2.160 -0.019
C 0.696 0.064 -3.275 -0.034
C 2.095 0.047 -3.122 -0.063
C 2.658 0.100 -1.895 -0.038
C 1.806 0.141 -0.776 -0.003
H 1.538 0.005 3.112 0.086
H 1.997 -1.018 1.685 0.106
H 0.545 -1.357 2.647 0.084
H 0.561 1.493 1.589 0.156
H -0.921 1.090 3.337 0.147
H -1.754 -0.333 2.682 0.125
H -3.107 0.872 1.539 0.112
H -2.277 2.352 1.700 0.122
H -2.332 0.699 -0.655 0.142
H -1.219 2.149 -0.290 0.149
H 0.436 -2.015 -0.828 0.113
H -0.970 -3.040 -0.759 0.139
H -1.190 0.187 -2.126 0.115
H 0.377 -0.120 -4.303 0.122
H 2.694 -0.051 -4.072 0.141
H 3.647 0.008 -1.772 0.080
H 2.226 -0.012 0.260 0.106
```

Summary:
HOMO-LUMO gap: 10.24 eV
SMILES string: C[C@@H]1CCC[N@@+]1(C(N)=O)c1ccccc1
HOMO energy: -13.27 eV
Net charge: +1


*y*
Molecular formula: C12H17N2O
Method: DFT, wB97M-V/def2-TZVPD

XYZ file:
```
32
Properties=species:S:1:pos:R:3:lowdin_charge:R:1
C 0.570 0.050 -1.811 0.024
C 0.919 -0.330 -0.425 -0.190
N 0.234 -1.286 0.202 0.168
C -1.140 -1.520 0.102 -0.228
N -1.484 -2.803 0.287 0.214
C -2.051 -0.475 -0.030 -0.092
C -3.442 -0.754 -0.211 -0.030
C -4.388 0.209 -0.093 -0.064
C -4.008 1.529 0.242 -0.034
C -2.703 1.848 0.445 0.016
C -1.641 0.905 0.253 -0.313
O -0.454 1.285 0.337 0.024
C 2.256 0.040 0.134 -0.336
C 2.725 1.415 -0.356 -0.040
C 2.273 -0.026 1.664 -0.041
H -0.420 -0.296 -2.097 0.102
H 1.312 -0.376 -2.490 0.124
H 0.613 1.130 -1.922 0.109
H 0.689 -1.728 0.996 0.164
H -2.451 -3.076 0.321 0.118
H -0.788 -3.524 0.382 0.133
H -3.733 -1.758 -0.484 0.110
H -5.428 -0.019 -0.259 0.113
H -4.767 2.291 0.329 0.120
H -2.401 2.858 0.673 0.124
H 2.967 -0.711 -0.248 0.170
H 3.653 1.676 0.144 0.091
H 1.978 2.165 -0.113 0.092
H 2.915 1.421 -1.425 0.085
H 3.162 0.475 2.034 0.093
H 2.307 -1.047 2.042 0.080
H 1.404 0.488 2.070 0.093
```

Summary:
HOMO-LUMO gap (alpha / beta): 7.16 / 7.16 eV
SMILES string: C/C(=[NH+]\C(N)=C1\C=CC=CC1=O)C(C)C
HOMO energy (alpha / beta): -11.63 / -11.63 eV
Net charge: +1


Most stable structure, least stable structure: *y*, *w*.